This record from the Open Molecules 2025 dataset describes a structure of composition C21H31N6O6P2S2 at a distorted geometry. The level of theory is ωB97M-V with the def2-TZVPD basis set.

```
68
Properties=species:S:1:pos:R:3:forces:R:3
C -0.264434 0.412465 -3.086468 0.836 -1.043 -0.230
P 1.178435 1.520677 -3.492404 -0.679 1.808 0.372
O 1.414405 1.591469 -5.155995 0.447 -0.562 1.128
S 2.855780 0.427354 -2.646016 2.435 -0.368 2.562
O 4.119398 1.182709 -2.795655 -2.142 -0.960 -0.795
O 2.511596 0.391217 -1.175823 -0.651 -0.552 -2.510
N 2.900113 -1.178446 -3.136647 0.109 1.666 -2.006
S 3.335973 -1.338014 -4.729012 4.579 -1.439 0.711
O 4.238989 -0.308770 -5.290904 -2.080 -0.745 0.772
O 3.934284 -2.696855 -4.889900 -1.987 1.816 0.332
P 1.624416 -1.363306 -6.034739 -2.969 0.149 0.313
O 0.291670 -1.061230 -5.375016 1.421 -0.381 -0.838
H -0.838835 0.755939 -2.225186 0.160 0.503 -0.200
H -0.884163 0.228026 -3.968809 0.058 0.232 0.235
H 0.151323 -0.571869 -2.820215 -0.194 0.157 -0.198
H 0.582473 1.568215 -5.624794 -0.486 -0.307 -0.190
H 1.865500 -0.475426 -7.125223 0.495 -0.370 0.392
H 1.577001 -2.672443 -6.600401 0.570 0.412 0.118
N 1.821416 -2.471264 -0.481605 -0.013 -0.065 0.190
C 0.521674 -2.832714 -0.681868 0.163 0.078 0.058
C 0.321305 -4.059106 -0.096911 -0.192 0.035 0.007
C 1.554734 -4.447404 0.480481 0.146 -0.062 0.157
C 2.459242 -3.442762 0.226069 -0.060 0.126 -0.088
H 2.245626 -1.609141 -0.811014 -0.090 0.033 -0.004
H -0.150446 -2.190118 -1.225017 0.005 -0.052 -0.091
H -0.604200 -4.611890 -0.086766 0.017 0.001 -0.006
H 1.757525 -5.360682 1.018679 -0.045 -0.082 -0.133
H 3.499184 -3.340602 0.487853 0.007 -0.025 -0.038
N -2.469821 -0.066355 0.321670 -0.098 0.072 -0.025
C -3.671179 -0.600960 -0.050754 0.049 -0.033 0.024
C -4.659278 0.252102 0.370174 -0.025 -0.088 -0.053
C -4.026488 1.344902 1.017254 0.057 0.100 0.031
C -2.674859 1.120561 0.968942 0.020 -0.041 -0.004
H -1.572198 -0.482350 0.146792 0.050 -0.036 0.024
H -3.719675 -1.537533 -0.579808 -0.013 0.008 0.009
H -5.718005 0.107043 0.227478 0.010 -0.012 -0.022
H -4.507006 2.198586 1.466858 0.034 -0.004 0.026
H -1.845749 1.699627 1.338183 -0.018 -0.002 0.008
N -6.881009 2.439924 3.481425 0.060 -0.002 0.129
C -6.857922 3.490768 4.357935 -0.021 0.005 0.023
C -6.331110 3.038615 5.540228 -0.046 0.123 -0.054
C -6.020991 1.664618 5.367400 -0.015 -0.099 -0.073
C -6.369626 1.324989 4.086152 -0.043 -0.041 0.015
H -7.219893 2.480675 2.539708 0.011 -0.005 -0.068
H -7.216469 4.463394 4.066509 0.010 -0.003 0.024
H -6.183151 3.629082 6.429233 0.007 0.003 -0.013
H -5.589885 1.001055 6.098336 0.009 0.003 -0.016
H -6.297798 0.391435 3.554406 0.053 0.011 0.010
N 2.081910 5.318222 -1.439982 0.051 0.137 -0.127
C 1.928155 6.673649 -1.556518 0.004 0.014 0.030
C 2.699766 7.092496 -2.610353 -0.089 0.062 0.071
C 3.337512 5.943858 -3.149734 -0.005 -0.071 0.023
C 2.933636 4.864680 -2.406677 0.085 -0.103 0.003
H 1.638019 4.742374 -0.750838 -0.021 -0.096 -0.002
H 1.288184 7.219444 -0.883580 0.019 0.013 -0.017
H 2.794599 8.109334 -2.955710 -0.011 -0.006 0.008
H 4.014172 5.911256 -3.987311 -0.005 -0.023 0.007
H 3.179550 3.817189 -2.480896 0.036 0.029 -0.026
N 2.797627 -4.897199 3.762539 0.095 -0.046 0.120
C 2.172996 -4.149438 4.719520 -0.022 -0.026 -0.024
C 2.670616 -4.526645 5.941215 -0.087 0.091 -0.024
C 3.636776 -5.538744 5.708963 0.086 -0.094 -0.051
C 3.693851 -5.743381 4.353691 -0.048 0.006 -0.013
H 2.623274 -4.833511 2.774324 -0.054 0.144 0.007
H 1.431070 -3.417073 4.450378 0.007 -0.005 0.003
H 2.374499 -4.119825 6.894123 0.003 0.006 -0.012
H 4.223714 -6.057103 6.449479 0.001 0.006 -0.012
H 4.292203 -6.415787 3.762549 0.004 0.000 0.022
```
Positions in Å, forces in eV/Å.

The calculation puts the HOMO-LUMO gap at 8.144 eV. The calculation puts the LUMO energy at 0.081 Eh. As for the molar mass: 589.60 g/mol. The net charge is -1. The multiplicity is 1. The HOMO energy comes out at -5.94 eV.

***

This record from the Open Molecules 2025 dataset describes a cluster of 11 separate species, C32H91N5O17 in total at a distorted geometry. The level of theory is ωB97M-V with the def2-TZVPD basis set.

```
145
Properties=species:S:1:pos:R:3:forces:R:3
C 18.569430 25.062430 12.141660 0.705 -0.412 -0.422
O 17.316530 25.521030 11.706560 -0.570 1.054 -0.259
C 17.104530 26.938970 11.831130 -0.324 -0.452 0.146
C 17.027600 27.397370 13.289410 1.502 0.494 -1.131
C 15.909120 26.694180 13.969830 -1.164 -0.613 0.315
N 16.995590 28.840640 13.291880 -0.684 1.064 0.486
H 19.397930 25.587760 11.666560 0.046 0.252 -0.197
H 18.651490 24.021950 11.827410 -0.135 -0.010 0.015
H 18.781860 25.072060 13.210720 -0.517 0.231 0.322
H 17.713640 27.591560 11.205670 1.475 -0.438 0.269
H 16.180390 27.261020 11.351190 -0.837 -0.978 0.167
H 17.971120 27.153030 13.777450 0.072 -0.194 0.139
H 16.212090 25.666170 14.168640 -0.010 -0.022 0.097
H 15.045280 26.601860 13.311530 -0.103 0.077 -0.230
H 15.502210 27.126360 14.884020 0.538 0.239 0.127
H 17.793490 29.267430 12.843200 0.364 -0.306 0.114
H 16.212510 29.217260 12.777050 -0.450 -0.109 0.054
C 18.117240 21.598270 19.889140 -1.405 1.067 0.014
O 18.042560 21.027090 18.599620 0.843 -0.875 -0.515
C 18.696270 19.739850 18.455150 0.030 0.249 0.107
C 20.143530 19.768050 18.883830 0.681 2.618 -0.599
C 20.992860 20.682290 17.937960 -0.822 0.083 0.324
N 20.747150 18.518100 18.958350 0.641 -3.023 0.179
H 17.185220 22.161480 19.936410 -0.143 0.172 0.317
H 18.884910 22.366200 19.984390 0.532 -0.407 0.048
H 18.070960 20.917270 20.738960 0.405 -0.347 -0.244
H 18.153580 19.008320 19.053860 -0.127 -0.173 -0.102
H 18.692430 19.479190 17.396780 -0.486 -0.011 -0.073
H 20.159160 20.130970 19.911520 0.095 0.522 0.030
H 20.613370 21.702490 17.880830 0.229 0.205 0.197
H 20.960200 20.303100 16.916570 -0.129 -0.307 -0.023
H 22.037260 20.653730 18.248640 -0.013 0.292 0.153
H 20.793390 18.014700 18.083970 -0.416 0.029 -0.417
H 21.715870 18.587890 19.235500 -0.002 0.136 0.409
C 20.563910 22.382850 10.085870 -0.453 -0.397 0.072
O 21.578140 22.888530 10.951820 -0.309 0.273 -1.215
C 22.825270 22.254050 10.746090 0.525 0.027 2.535
C 22.850960 20.888700 11.459320 -0.031 -1.117 -2.965
C 22.309240 20.689730 12.786070 -2.017 2.052 1.998
N 24.159390 20.305000 11.431310 1.366 -0.329 -0.593
H 20.386740 21.327340 10.292310 -0.015 -0.208 -0.045
H 20.739320 22.485750 9.015000 0.700 0.103 -0.078
H 19.599130 22.873570 10.214260 0.260 0.325 0.549
H 23.184050 22.185380 9.719130 -0.491 -0.171 -0.290
H 23.580990 22.827460 11.282910 -0.053 0.622 -0.063
H 22.234510 20.289330 10.789360 -0.569 -0.301 -0.162
H 21.836420 19.725230 12.971190 0.452 -0.148 -0.001
H 21.509860 21.428480 12.843920 -0.691 -0.104 0.209
H 22.929020 21.042980 13.610200 0.530 -0.543 -0.079
H 23.998290 19.309560 11.374320 0.347 -0.377 0.360
H 24.594960 20.498470 10.540840 0.351 0.203 -0.255
C 11.951760 22.157320 15.168510 -0.361 0.104 1.611
O 12.012820 22.848940 13.963240 -0.384 0.458 -1.212
C 13.089500 22.480050 13.119260 2.127 -0.939 0.346
C 13.430080 23.302860 11.852850 -1.881 1.705 1.011
C 12.304490 23.225160 10.825340 -0.705 -0.783 -0.206
N 14.734560 23.003780 11.307850 0.120 -0.225 0.304
H 11.473430 21.178760 15.126940 0.562 -0.391 -0.423
H 11.366050 22.643700 15.948570 -1.021 0.859 -0.788
H 12.836830 22.205840 15.802880 1.117 -0.738 -0.801
H 13.978210 22.547360 13.746770 0.567 0.456 0.258
H 13.194050 21.427590 12.855620 -1.144 -0.620 -0.127
H 13.405840 24.303790 12.283730 0.103 0.617 -0.184
H 12.300240 23.689500 9.839190 1.220 0.470 0.091
H 11.374530 23.629560 11.225010 -0.057 -0.349 0.505
H 12.177650 22.170000 10.583160 -0.331 -0.217 0.096
H 15.408240 22.857730 12.046040 -0.028 -0.356 0.538
H 15.102810 23.872710 10.948050 -0.116 0.195 -0.685
C 20.593010 17.804700 10.824920 -0.389 0.068 1.076
O 19.851880 16.682890 11.230620 -1.147 0.870 -0.367
C 20.185490 15.460580 10.676310 1.412 0.595 0.428
C 19.233420 14.472610 11.247320 -0.330 -1.423 -0.462
C 19.687780 13.060290 10.871020 -0.154 -0.391 -0.343
N 17.883400 14.757790 10.719990 0.592 -0.344 0.315
H 19.893460 18.603840 11.070120 0.516 0.541 -0.162
H 20.920150 17.880120 9.787910 -0.279 -0.410 -0.227
H 21.464130 17.828270 11.479670 0.417 0.475 -0.087
H 20.132480 15.466770 9.587620 -0.227 0.002 -0.361
H 21.241390 15.345540 10.921180 0.377 -0.929 0.084
H 19.214100 14.509950 12.336510 -0.020 0.322 0.035
H 18.882050 12.328590 10.930370 -0.064 0.087 0.626
H 20.549100 12.760640 11.468040 -0.128 -0.117 0.137
H 19.994720 12.929160 9.833390 0.159 0.567 -0.267
H 18.068140 14.882090 9.734840 -0.530 -0.081 -0.513
H 17.632060 15.683650 11.035770 -0.183 0.217 0.176
O 22.981680 16.974620 16.563540 0.972 -0.111 2.897
C 22.788580 17.412270 15.309450 -1.944 -0.557 -2.941
C 21.312900 17.235420 14.955480 -1.272 -0.101 -0.487
O 20.464590 18.164490 15.588160 0.088 1.930 0.538
H 22.909460 17.787720 17.068760 0.080 -0.319 0.820
H 23.127460 18.439880 15.178030 -0.104 0.117 -0.367
H 23.274750 16.754110 14.589340 0.591 0.048 0.026
H 20.787380 16.355510 15.326540 1.505 -1.333 -0.182
H 21.122280 17.240040 13.882280 0.326 0.208 -0.353
H 19.699850 18.316050 15.027980 -0.420 -0.019 0.052
O 16.708360 21.995660 9.528200 0.159 -1.175 -0.054
C 16.519400 20.543350 9.710310 0.298 2.083 0.311
C 15.346690 20.107700 8.906210 -0.158 -0.524 -2.479
O 15.629730 19.967700 7.474810 0.326 -0.635 0.550
H 16.818710 22.435180 10.374510 -0.196 -0.249 0.200
H 17.502660 20.152110 9.449100 -0.346 -0.774 -0.462
H 16.312280 20.202000 10.724550 0.050 0.646 0.384
H 14.477210 20.762840 8.852480 0.207 0.346 1.292
H 15.026350 19.123290 9.247420 -0.007 -0.089 -0.172
H 16.041950 20.775650 7.160350 -0.020 0.217 0.171
O 17.221550 15.775910 17.598210 -0.560 0.081 -1.366
C 18.222140 15.666630 16.548000 0.136 -0.434 1.067
C 17.768260 15.788180 15.066820 -1.198 2.658 1.267
O 16.517450 15.213160 14.686170 1.563 -1.163 0.185
H 17.458370 15.259270 18.371900 0.221 -0.098 -0.241
H 18.905400 16.473150 16.814060 0.397 0.130 -0.800
H 18.781340 14.740970 16.684140 -0.060 -0.271 -0.010
H 18.636500 15.586830 14.439360 -0.128 -0.551 -0.205
H 17.518900 16.830880 14.870130 0.597 0.386 0.230
H 16.816390 14.330750 14.454690 -0.964 -0.613 -0.215
O 14.755000 17.391750 16.503350 -0.249 1.674 -1.140
C 15.359720 18.708060 16.365160 0.467 -0.200 3.684
C 14.893720 19.732820 15.401650 -1.008 -2.151 -0.806
O 15.114940 19.202240 14.112130 0.554 1.000 -1.753
H 15.406670 16.699200 16.371850 0.302 -0.028 -0.055
H 15.142340 19.226960 17.298750 -0.254 -0.117 0.681
H 16.443820 18.666070 16.470320 0.220 -0.391 -0.790
H 15.448330 20.656950 15.564420 -0.107 0.034 -0.156
H 13.815960 19.867330 15.493530 -0.023 0.530 0.373
H 14.675110 18.352260 14.036770 -0.031 -0.157 0.154
O 17.947020 19.154230 14.241280 0.888 2.022 0.781
C 18.715030 20.432360 14.197280 -0.602 -1.669 -1.693
C 18.327380 21.062280 12.843430 2.508 -0.204 -0.070
O 17.114330 21.673640 12.721220 -1.744 1.249 0.830
H 17.111030 19.600600 14.394470 -1.070 -1.404 -0.009
H 18.483170 21.060370 15.057490 0.052 0.091 0.025
H 19.754180 20.103370 14.201260 0.079 0.615 -0.045
H 18.356350 20.342220 12.025640 0.660 -0.680 0.253
H 19.089150 21.807820 12.615450 0.035 0.262 -0.061
H 16.415070 21.038510 12.892210 -0.385 -0.300 -0.066
O 18.601610 23.602790 16.992020 0.603 -0.151 -0.925
C 17.372410 24.218920 16.679820 -0.544 1.401 1.117
C 16.231940 23.334980 16.189550 1.312 1.487 -1.789
O 15.713040 22.638960 17.236750 -0.549 -1.231 1.182
H 18.522590 22.782940 17.485180 -0.377 -0.275 0.203
H 17.027150 24.695400 17.597350 -0.486 -0.101 0.429
H 17.572190 25.125560 16.108690 0.264 -0.490 -0.827
H 16.661460 22.694110 15.419550 -0.005 -0.419 -0.365
H 15.438930 23.899600 15.699200 0.026 0.274 0.143
H 16.506800 22.245470 17.606500 -0.206 -0.826 0.820
```
Positions in Å, forces in eV/Å.

The calculation puts the HOMO-LUMO gap at 9.516 eV. The calculation puts the LUMO energy at 0.014 Eh. As for the molar mass: 818.10 g/mol. The multiplicity is 1. The SMILES is COC[C@H](C)N.COC[C@H](C)N.COC[C@H](C)N.COC[C@H](C)N.COC[C@H](C)N.OCCO.OCCO.OCCO.OCCO.OCCO.OCCO. The HOMO energy comes out at -9.13 eV.

***

This record from the Open Molecules 2025 dataset describes the molecule C4H5NO. The level of theory is ωB97M-V with the def2-TZVPD basis set.

```
11
Properties=species:S:1:pos:R:3:forces:R:3
N 2.288424 -0.021022 -0.006237 -0.334 -0.108 0.034
C 1.030385 0.040304 -0.052878 0.179 0.156 -0.030
C 0.113154 1.113642 -0.299936 0.006 -0.064 -0.042
C -1.178377 0.698806 -0.169692 0.026 -0.085 0.074
C -1.325949 -0.646678 0.234854 -0.115 0.181 -0.289
O 0.186669 -1.140957 0.196634 -0.077 -0.009 0.184
H 2.645931 -0.964273 0.120900 -0.077 0.060 0.033
H 0.467265 2.102051 -0.554573 -0.106 -0.131 0.018
H -2.046165 1.331431 -0.331157 0.128 -0.099 0.048
H -1.919650 -1.384035 -0.296625 0.060 0.153 0.050
H -0.261688 -1.129274 1.158706 0.312 -0.056 -0.079
```
Positions in Å, forces in eV/Å.

The calculation puts the HOMO-LUMO gap at 8.610 eV. The calculation puts the LUMO energy at 0.027 Eh. As for the molar mass: 83.09 g/mol. The multiplicity is 1. The HOMO energy comes out at -7.88 eV.

***

Question: Which of these has the highest LUMO energy?
Answer: C21H31N6O6P2S2

***

Question: Which formula does entry 2 have?
Answer: C32H91N5O17

***

Question: The lowest molar mass belongs to which entry?
Answer: C4H5NO

***

Question: molar mass of number 1 (C21H31N6O6P2S2)?
Answer: 589.60 g/mol